Below is an isolated ion of composition C5H9O4P and charge -2 at a distorted geometry, with properties calculated with the ωB97M-V functional and the def2-TZVPD basis.

Geometry as XYZ:
```
19
Properties=species:S:1:pos:R:3:forces:R:3
C 0.00626 -0.61065 -1.26635 -1.5115 4.9471 -1.3311
C 0.42316 -0.28499 0.17446 -1.4491 2.5132 -1.1605
C 0.36732 -1.53464 1.07146 -0.3897 -1.0752 -3.4497
C -0.37373 1.18230 0.66964 1.1698 -3.6726 1.1975
C -0.33504 2.24669 -0.29440 -0.7604 1.3864 2.9827
O -1.58504 1.69489 0.06787 -1.3157 -1.4020 -0.5286
P 2.26354 0.38548 -0.03914 -0.9613 0.6654 2.4694
O 2.18275 1.37866 -1.18486 0.3308 -0.1554 -0.5280
O 2.37035 1.07657 1.34355 0.4744 -0.3693 -0.5533
O 3.08353 -0.87442 -0.21864 0.2228 -0.2490 -0.3785
H 0.54926 0.16702 -1.96987 -0.9071 -1.6790 1.2048
H -1.08685 -0.59046 -1.65398 1.0255 0.0084 1.2620
H 0.35215 -1.52776 -1.45678 1.5525 -3.6615 -1.0774
H 1.36698 -2.04254 0.89628 -1.1693 0.4077 0.6793
H 0.16010 -1.18331 2.00213 0.0859 0.5636 3.2456
H -0.51967 -2.26141 0.82774 1.3490 1.0612 0.0709
H -0.43960 1.27576 1.81337 0.7014 0.3203 -1.8422
H -0.29310 3.23071 0.10234 0.6051 1.0818 0.1612
H 0.01750 2.13650 -1.24157 0.9470 -0.6912 -2.4243
```
Forces are in eV/Å.

Computed properties:
**Relative energy (zero: lowest compared OMol25 entry of this formula, charge and spin)**: 338.7 kJ/mol
**Highest occupied orbital energy**: 0.5 eV
**Total energy**: -838.1866 a.u.
**Charge**: -2
**SMILES**: CC(C)([C@H]1CO1)P(=O)([O-])[O-]

---

Below is an isolated molecule of C15H19N2O2P at a distorted geometry, with properties calculated with the ωB97M-V functional and the def2-TZVPD basis.

Geometry as XYZ:
```
39
Properties=species:S:1:pos:R:3:forces:R:3
C -1.98119 -4.00347 1.92729 -0.4069 0.2344 -0.1895
C -2.34382 -2.93093 1.14347 0.2224 -0.2851 0.1711
C -1.39542 -1.97220 0.61032 -0.0679 -1.3681 -1.0741
C -0.11631 -1.92043 1.10926 0.0126 0.4664 -0.3154
C 0.82002 -0.99083 0.60400 0.4587 -0.0767 -0.1180
P 2.44408 -1.15999 1.44554 -0.2621 -0.7023 0.7418
O 3.01640 0.36590 1.71603 -0.1951 0.0585 -0.3224
O 3.32882 -1.65041 0.15972 0.1256 0.4143 -0.0740
C 0.51091 -0.11179 -0.41260 0.1370 -0.0587 0.2349
C 1.55252 0.86228 -0.91065 -0.0612 0.6506 -0.7518
C 1.71637 0.85855 -2.44643 0.2299 0.0885 0.2741
C 1.35352 2.33632 -0.42627 -0.0866 -0.2031 0.2306
C 0.06527 2.68673 0.31986 0.1739 0.3931 0.4839
C 0.00729 2.21077 1.78998 -0.6402 0.0224 -0.2655
C -0.82063 -0.15485 -0.93195 -0.0936 0.2518 -0.1712
N -1.16845 0.70850 -1.93202 -0.2094 -0.0787 0.1091
C -2.40077 0.65290 -2.35063 0.1441 -0.0608 0.0768
C -3.34428 -0.24875 -1.80686 -0.4152 -0.0728 -0.1611
N -3.05878 -1.11284 -0.87322 0.3876 0.4260 -0.2385
C -1.77482 -1.06550 -0.42296 0.2601 -0.1363 0.3153
H -1.39161 -4.83802 1.56152 1.4867 0.8230 0.4794
H -2.36002 -4.07387 2.94432 -1.3413 -0.9675 -0.5752
H -3.38705 -2.77187 0.87438 -0.2032 0.9789 1.3812
H 0.17001 -2.58472 1.91404 -0.0514 0.0377 0.0824
H 2.85441 0.55887 2.64705 0.2163 0.0482 0.0170
H 4.19561 -1.94232 0.46560 -0.0051 -0.0833 -0.0928
H 2.52817 0.55043 -0.55148 -0.1886 -0.1777 0.2113
H 2.63157 1.40813 -2.67920 0.0618 -0.0965 -0.0225
H 1.82782 -0.16125 -2.81676 -0.0943 0.0301 -0.1432
H 0.90169 1.37697 -2.93995 -0.1028 -0.2035 -0.0635
H 2.18513 2.57660 0.24208 -0.0077 0.0096 0.0052
H 1.45607 3.01145 -1.27800 -0.0557 -0.1196 -0.1139
H -0.83288 2.35798 -0.19532 0.1152 -0.0332 -0.2178
H 0.00828 3.77839 0.33971 -0.0299 -0.0015 -0.1201
H 0.87544 1.62689 2.08200 0.0410 0.0546 0.0079
H -0.88739 1.60147 1.94019 0.1499 -0.1963 0.0911
H -0.11829 3.06108 2.46093 0.2539 -0.0230 0.0823
H -2.70361 1.32933 -3.14312 0.0361 0.0235 0.0082
H -4.36407 -0.22551 -2.17990 0.0054 -0.0670 0.0271
```
Forces are in eV/Å.

Computed properties:
**Highest occupied orbital energy**: -7.5 eV
**Total energy**: -1184.2747 a.u.
**SMILES**: C=Cc1cc(P(O)O)c([C@@H](C)CCC)c2nccnc12

---

Below is C5H14N2O as an isolated structure at a distorted geometry, with properties calculated with the ωB97M-V functional and the def2-TZVPD basis.

Geometry as XYZ:
```
22
Properties=species:S:1:pos:R:3:forces:R:3
C 0.53460 0.41296 0.77853 0.5286 -3.1302 0.1094
C -0.07883 -0.09230 -0.42303 -0.7106 4.8499 -2.2207
C 0.64124 -1.75569 1.08265 0.5522 0.8092 1.0586
C -1.48790 -0.62903 -0.44819 -0.4038 -0.3392 0.2164
C -0.36351 1.80950 -1.13612 -0.0613 -1.9289 0.1333
N -0.16628 0.98543 1.78085 0.0050 0.3995 0.4637
N 0.91537 -0.49136 -1.39662 -0.1029 -0.3465 0.2410
O 1.80944 0.81088 0.69021 -0.3737 0.2166 -0.0488
H 2.10653 0.44055 -0.17580 -0.1305 0.1224 0.1723
H 0.26206 1.75038 2.27559 0.0862 -0.3217 0.0959
H -1.02685 0.61353 2.14114 0.0981 -0.0281 -0.3130
H 1.00099 -1.50062 -1.42892 0.0357 -0.0268 -0.0568
H 0.68292 -0.12460 -2.31170 -0.0035 -0.1255 0.1432
H 1.64830 -1.75221 1.49600 0.0009 -0.0651 0.2319
H -0.10892 -1.84188 1.86523 0.0478 -0.1958 0.1733
H 0.56669 -2.60097 0.40010 -0.2452 0.1508 -0.3427
H -2.22175 0.12141 -0.74035 0.1730 0.0676 -0.1692
H -1.56815 -1.46377 -1.14390 0.1074 0.0307 -0.1126
H -1.84937 -1.02607 0.50079 0.3310 0.0004 0.1982
H 0.55716 2.38924 -1.11160 0.0392 -0.1290 0.0357
H -0.71236 1.66714 -2.15891 -0.0101 0.0809 -0.0546
H -1.14140 2.27747 -0.53596 0.0365 -0.0913 0.0455
```
Forces are in eV/Å.

Computed properties:
**Relative energy (zero: lowest compared OMol25 entry of this formula, charge and spin)**: 506.9 kJ/mol
**Highest occupied orbital energy (alpha / beta)**: -6.6 / -6.6 eV
**Total energy**: -383.5077 a.u.

---

> What is the total energy in the second record?

-1184.2747 a.u.

---

> Number 3 is which compound?

C5H14N2O

---

> The lowest total energy belongs to which entry?

C15H19N2O2P

---

> What is the formula in the third record?

C5H14N2O